1.
One molecule with the formula C2H2N4O2 at a distorted geometry. Source: OMol25; level of theory: ωB97M-V/def2-TZVPD.

Results
Gap between HOMO and LUMO, eV: 9.31
SMILES: O=c1ncn(O)nn1
Net charge: 0

Positions of all 10 atoms, in Å:
1 C -0.744 -1.029 -0.156
2 C 0.172 0.430 1.380
3 H -0.944 -0.919 -2.933
4 H -1.291 -2.042 -0.555
5 N -0.100 -0.281 -1.175
6 N -0.413 -0.842 1.084
7 N 0.833 1.167 0.371
8 N 0.704 0.861 -0.885
9 O -0.168 -0.968 -2.405
10 O -0.020 0.996 2.452

---

2.
One molecule with the formula C6H9N. Source: OMol25; level of theory: ωB97M-V/def2-TZVPD.

Results
Gap between HOMO and LUMO, eV: 10.23
SMILES: CC#CC[C@H]1CN1
Net charge: 0

Positions of all 16 atoms, in Å:
1 C 1.961 1.076 1.194
2 C 1.883 -0.256 0.598
3 C 1.285 -1.136 0.031
4 C 0.048 -1.587 -0.613
5 C -1.064 -0.616 -0.202
6 C -1.191 0.825 -0.561
7 N -1.973 -0.192 -1.252
8 H 2.625 1.753 0.653
9 H 2.191 1.075 2.261
10 H 0.934 1.441 1.067
11 H -0.244 -2.597 -0.311
12 H 0.142 -1.575 -1.703
13 H -1.484 -0.832 0.783
14 H -0.462 1.368 -1.159
15 H -1.710 1.453 0.169
16 H -2.941 -0.200 -0.956

---

3.
A 2-piece molecular cluster, C6H8O4 overall at a distorted geometry. Source: OMol25; level of theory: ωB97M-V/def2-TZVPD.

Results
Gap between HOMO and LUMO, eV: 10.61
SMILES: C#C[C@@H]1COC(=O)[C@H]1O.O
Net charge: 0

Positions of all 18 atoms, in Å:
1 O 0.777 -0.384 -0.793
2 C 0.950 -0.390 -2.178
3 C -0.349 -0.096 -2.930
4 C 0.194 0.500 -4.241
5 O 1.427 1.144 -3.881
6 C 1.849 0.749 -2.672
7 O 3.007 0.922 -2.291
8 C -1.241 -1.238 -3.108
9 C -1.979 -2.186 -3.249
10 H 1.435 -0.943 -0.369
11 H 1.390 -1.340 -2.527
12 H -0.880 0.693 -2.373
13 H 0.411 -0.281 -4.982
14 H -0.472 1.251 -4.677
15 H -2.564 -3.080 -3.378
16 O 1.812 2.782 -0.831
17 H 2.746 2.284 -0.926
18 H 1.410 2.409 -0.031

---

4.
C53H40BrClN9O7PSTi as an isolated structure at a distorted geometry. Source: OMol25; level of theory: ωB97M-V/def2-TZVPD.

Results
Gap between HOMO and LUMO (alpha / beta), eV: 6.20 / 6.35
⟨S²⟩: 0.76
Multiplicity: 2
Net charge: -1

Positions of all 114 atoms, in Å:
1 Ti -1.115 -0.525 0.472
2 N -2.435 -1.434 -4.116
3 C -2.742 -0.932 -2.852
4 S -4.170 -1.480 -2.090
5 N -1.883 -0.035 -2.440
6 N -2.006 0.375 -1.139
7 C -2.361 1.612 -0.963
8 C -2.567 2.546 -2.096
9 C -3.815 3.081 -2.381
10 C -3.981 3.945 -3.459
11 C -2.897 4.278 -4.253
12 C -1.642 3.748 -3.968
13 C -1.481 2.884 -2.901
14 C -2.566 2.022 0.423
15 C -3.087 3.262 0.795
16 C -3.324 3.516 2.131
17 C -3.013 2.546 3.078
18 C -2.474 1.351 2.634
19 N -2.262 1.095 1.348
20 H -3.241 -1.792 -4.605
21 H -1.833 -0.837 -4.662
22 H -4.668 2.800 -1.775
23 H -4.962 4.347 -3.679
24 H -3.027 4.942 -5.099
25 H -0.791 4.003 -4.588
26 H -0.517 2.445 -2.678
27 H -3.296 3.999 0.034
28 H -3.734 4.471 2.439
29 H -3.166 2.714 4.134
30 H -2.184 0.562 3.320
31 O 3.116 -2.452 4.536
32 C 3.805 -2.516 3.407
33 O 4.998 -2.709 3.398
34 C 3.030 -2.330 2.147
35 C 3.519 -2.507 0.868
36 Cl 5.073 -3.002 0.370
37 N 2.531 -2.186 -0.009
38 N 1.458 -1.736 0.646
39 C 1.706 -1.860 1.924
40 C 0.562 -1.605 2.859
41 O 0.688 -1.916 4.054
42 O -0.501 -1.103 2.370
43 C 2.430 -2.294 -1.434
44 C 1.568 -1.425 -2.086
45 C 1.375 -1.555 -3.451
46 C 2.041 -2.541 -4.166
47 C 2.889 -3.414 -3.499
48 C 3.078 -3.306 -2.128
49 H 2.141 -2.255 4.371
50 H 1.035 -0.671 -1.524
51 H 0.676 -0.886 -3.938
52 H 1.871 -2.654 -5.229
53 H 3.391 -4.207 -4.040
54 H 3.702 -4.020 -1.612
55 N 0.227 0.910 0.399
56 P 1.497 1.731 0.631
57 C 1.259 3.543 0.774
58 C 2.138 4.508 0.290
59 C 1.921 5.854 0.560
60 C 0.833 6.247 1.325
61 C -0.040 5.288 1.824
62 C 0.178 3.948 1.551
63 C 2.366 1.447 2.213
64 C 1.612 0.900 3.247
65 C 2.185 0.658 4.488
66 C 3.517 0.974 4.708
67 C 4.267 1.556 3.693
68 C 3.693 1.798 2.454
69 C 2.785 1.579 -0.652
70 C 3.873 0.721 -0.534
71 C 4.727 0.511 -1.611
72 C 4.499 1.156 -2.816
73 C 3.414 2.013 -2.947
74 C 2.562 2.216 -1.874
75 H 2.996 4.217 -0.301
76 H 2.606 6.598 0.171
77 H 0.668 7.296 1.538
78 H -0.888 5.584 2.429
79 H -0.490 3.194 1.947
80 H 0.578 0.637 3.058
81 H 1.595 0.195 5.269
82 H 3.977 0.756 5.663
83 H 5.305 1.810 3.863
84 H 4.284 2.264 1.675
85 H 4.055 0.197 0.397
86 H 5.558 -0.175 -1.508
87 H 5.158 0.982 -3.658
88 H 3.223 2.510 -3.890
89 H 1.709 2.876 -1.984
90 O -2.890 -1.500 1.077
91 N -3.261 -2.105 2.164
92 C -4.452 -1.749 2.691
93 C -4.917 -2.347 3.838
94 C -4.152 -3.325 4.459
95 C -2.945 -3.682 3.887
96 C -2.510 -3.068 2.728
97 H -4.969 -0.987 2.129
98 H -5.875 -2.040 4.232
99 H -4.496 -3.803 5.366
100 H -2.312 -4.441 4.324
101 H -1.600 -3.321 2.199
102 Br -0.510 -4.436 -5.673
103 C -1.193 -4.722 -3.926
104 C -2.125 -5.721 -3.714
105 N -2.640 -5.973 -2.513
106 C -2.227 -5.219 -1.498
107 C -1.305 -4.190 -1.629
108 C -0.779 -3.923 -2.880
109 C -0.912 -3.373 -0.436
110 O -0.634 -3.942 0.617
111 O -0.892 -2.105 -0.641
112 H -2.470 -6.334 -4.539
113 H -2.643 -5.443 -0.523
114 H -0.083 -3.108 -3.027

---

5.
A 2-piece molecular cluster, C6H13NO2 overall at a distorted geometry. Source: OMol25; level of theory: ωB97M-V/def2-TZVPD.

Results
Gap between HOMO and LUMO, eV: 9.71
SMILES: CNC(C)=O.CC(C)=O
Net charge: 0

Positions of all 22 atoms, in Å:
1 C 1.439 1.650 0.829
2 C 2.340 -0.921 -0.758
3 N 0.646 0.706 0.049
4 C 1.029 -0.667 -0.054
5 O 0.542 -1.498 0.690
6 H 0.235 1.162 -0.759
7 H 2.359 1.891 0.292
8 H 0.877 2.573 0.943
9 H 1.685 1.224 1.801
10 H 3.155 -0.656 -0.083
11 H 2.428 -1.983 -0.970
12 H 2.441 -0.336 -1.670
13 C -2.144 -0.089 1.249
14 C -1.634 -0.882 -1.243
15 C -1.588 0.393 -0.060
16 O -1.767 1.516 -0.484
17 H -2.153 0.723 1.976
18 H -1.539 -0.913 1.622
19 H -3.156 -0.459 1.104
20 H -1.101 -1.821 -1.100
21 H -2.680 -1.169 -1.161
22 H -1.417 -0.443 -2.214

---

6.
A 2-piece molecular cluster, CH3NO4 overall at a distorted geometry. Source: OMol25; level of theory: ωB97M-V/def2-TZVPD.

Results
Gap between HOMO and LUMO (alpha / beta), eV: 7.74 / 8.44
Net charge: 0

Positions of all 9 atoms, in Å:
1 C 0.544 -0.991 0.313
2 N -0.006 -0.465 -0.903
3 O 0.451 1.926 -0.582
4 O -1.150 -0.146 -1.012
5 O -0.403 1.760 0.365
6 O -1.574 1.349 0.028
7 H 0.924 -1.982 0.050
8 H 1.401 -0.389 0.615
9 H -0.186 -1.062 1.126

---

Here are the calculated E numbers, same order: -446.7475 -288.6483 -534.3078 -7686.6423 -441.5799 -395.2336 (a.u.).
Here are the calculated energy above the lowest of the compared OMol25 structures with the same formula, charge and spin numbers, same order: 591.4 351.2 263.4 27.3 262.9 835.6 (kJ/mol).